The following is a DFT calculation (ωB97M-V/def2-TZVPD) of 10 unconnected molecules or ions with the total composition C60H140O30.

Gap between HOMO and LUMO (eV): 9.406
Net charge: 0
HOMO (eV): -8.94
SMILES: COCCOCCOC.COCCOCCOC.COCCOCCOC.COCCOCCOC.COCCOCCOC.COCCOCCOC.COCCOCCOC.COCCOCCOC.COCCOCCOC.COCCOCCOC
LUMO energy (eV): 0.5

CARTESIAN COORDINATES (ANGSTROEM)
H 0.49338 -2.26294 -4.71055
O -3.25007 6.62421 1.60145
H -2.30417 -1.42431 -8.95188
O -3.85857 -6.60239 -7.63433
C -3.12289 1.32381 9.58323
H 2.48378 -1.15830 -3.82382
H 0.12440 -8.46553 5.20633
H 3.17522 3.10628 2.20809
H -4.84204 0.66777 6.83840
C 6.25774 0.00767 2.33401
H -0.91865 1.04604 1.16104
H 3.68210 1.53640 -5.93894
H 2.81994 1.51632 2.90383
C 7.63730 -3.26385 3.10300
H 0.13881 -8.13054 -6.20023
C -0.64692 -2.41553 4.33871
H 1.01861 -5.38550 -10.07965
H 8.24400 -1.28873 3.73346
H 9.74792 -4.34255 3.96451
C -1.85218 6.46629 5.48404
H 2.86207 9.40576 1.09363
H -0.57912 -3.71069 -11.02500
H 0.56738 2.32976 -3.19218
H -2.90886 8.68793 4.25756
C 1.42408 5.05650 -0.75443
C -3.58220 1.52430 10.99301
H 1.80129 10.37982 -0.67828
C -2.04289 5.85003 -2.79719
H -2.52940 -3.93327 0.80828
H 0.38554 0.01706 1.78980
C -1.43611 -2.66529 5.62081
C -4.46641 -7.70047 -6.96944
C 1.12238 -7.67194 -4.33305
H -3.68876 7.90471 -1.06899
H -2.60461 -4.85519 -9.12756
H 0.56348 -4.37577 6.81371
O 3.99807 -0.74690 -6.84082
O 8.56274 -3.93802 2.29184
C 2.10034 -5.79995 -3.37663
O 4.30509 1.78018 -3.30256
C -1.95479 -5.63111 -8.67634
H -2.76594 2.61217 3.51796
H 1.36775 9.91428 2.09351
C 0.85777 9.81280 -0.64912
H -0.62533 0.77171 3.64584
H 0.13242 -5.25786 0.77966
H -0.82349 -0.94136 -9.82669
H 2.07474 -8.05684 -4.75005
O -1.29569 -7.91237 -4.74351
H -4.50940 7.83382 2.69144
H -2.05845 -7.56735 -7.90069
H 0.66137 -4.79988 -2.03700
C -3.59984 4.44760 0.76985
C -0.15183 -3.66052 -10.01393
H 6.64530 -3.62709 2.82848
H 0.82753 -3.90482 -5.28767
C -0.01484 -8.30890 -5.12313
H -1.15949 -2.80024 3.44444
H -2.20929 5.07405 -2.03064
H 4.42651 3.02698 -1.63116
C -2.71828 7.51978 -1.39269
H -1.03374 4.91274 2.53171
C -1.49683 -3.88898 0.42181
H -1.62309 9.12670 -0.43768
H -1.53150 7.87537 3.49466
O -2.90383 6.93282 -2.64941
H 0.92213 6.30634 0.92228
H -2.29751 2.28524 6.96270
H -1.69021 -5.13493 -7.72925
O 2.16949 0.57730 -4.90597
C -3.35476 2.15166 6.70329
H 0.36212 -8.15006 3.02393
H -0.63111 3.31936 -0.58547
H 1.43584 8.83536 -2.48212
C -2.60790 7.78085 3.70585
H 0.61666 5.23417 3.16835
O -0.81588 -5.94393 -9.49079
C -0.00647 4.53265 2.59298
O -4.25901 1.19370 8.75976
O 0.59257 4.32165 1.32853
C 4.18922 1.98963 -1.90082
H -2.74999 2.43576 -0.36801
H -2.00961 -2.09087 -10.56046
H -2.21034 -1.89123 5.69539
C -1.52780 -1.75468 -9.63102
O -0.85721 -2.86775 -9.08427
O -1.53264 -0.83980 1.62323
H -1.47157 -0.50723 -3.28789
H -1.77751 3.08902 4.84472
H -2.45704 6.82693 -0.58413
C 4.84320 0.32486 1.92045
C 9.83317 -4.11123 2.90213
O 0.83780 4.23679 -1.74599
O 0.94992 8.83842 0.35716
C 0.19647 3.08847 -1.26674
H 3.81114 -2.32355 -5.47695
H 5.79583 -0.65673 -5.81946
H 2.43018 -1.80705 -6.26512
H -1.85690 -7.88035 2.15236
H -3.39581 -3.70762 -1.41542
H 4.71602 0.00589 0.87793
H -2.70092 1.88839 11.54942
H -2.09789 9.42915 -2.05908
C -1.69898 8.61896 -1.41114
H 10.49972 -3.26415 2.68613
H 0.24158 10.00455 -2.65376
O -1.67069 -5.97702 1.52976
H 2.36906 4.64967 -0.36447
C 3.31391 -1.37973 -5.77680
H 3.86974 -0.25973 -4.01529
H -5.37789 -7.18625 -6.64498
O -3.41899 1.93487 5.31073
H -1.27675 -5.90205 -4.30499
O 1.43825 -3.38369 -3.28644
H 2.20848 2.42484 -5.78485
H -3.29830 8.64355 1.88723
C 2.86300 1.73478 -5.23961
H 1.88001 8.26072 2.01605
H 6.92200 0.25013 1.49316
C -3.67677 2.14227 0.17070
O -0.46331 8.19114 -1.92988
C -0.17871 -7.41632 5.30426
H -1.09623 -2.88488 0.58394
H 0.20958 0.04577 -3.73733
H -3.25047 0.07452 7.43823
H -1.12171 -4.63369 7.10834
H -3.10400 -7.29693 -9.41262
H 2.25904 -4.40722 -1.77687
H 4.11622 -0.13791 2.59431
C 0.52989 5.40168 0.42280
H -2.69140 0.31303 9.59292
C -0.28819 2.36347 -2.50722
O -0.85790 -6.95152 4.18959
H -0.89643 6.32444 4.96875
H 0.75176 -6.83827 5.42615
O -2.84407 6.62635 4.50344
H -3.94708 -8.12903 -6.10121
C 1.57762 -4.60846 -2.61568
C -0.31790 -3.90307 7.27585
H -0.17501 -3.80253 8.35013
H 0.19008 -3.12740 4.39850
H 0.82508 -3.14968 -10.16031
O -1.47889 -4.21852 -0.93440
H 0.02309 -9.38063 -4.94259
C -3.80493 5.35924 1.95810
C -0.12901 -7.15704 3.02243
C 0.21362 -4.99623 -9.45303
C 0.52585 9.16619 -1.97682
C -0.78566 -4.88481 1.27154
O 4.63536 1.71275 1.95638
H -4.89077 5.46633 2.15213
C 5.39552 -0.84886 -6.82362
H -5.45064 1.21721 12.68864
H -2.04965 5.53641 6.01822
C -2.35990 -3.49554 -1.71907
H -0.47334 -4.45781 2.23359
H 4.87664 1.27557 -1.45244
O -3.99666 3.15596 1.12005
C -1.62401 -6.58157 -5.09271
H 0.63887 -4.92681 -8.44585
O -0.81658 1.07123 -2.24461
C 3.39393 2.55946 -4.07022
H -2.68535 -6.34699 -5.15688
H 6.50958 0.76565 3.09786
H -2.46081 2.14804 9.31996
C -3.94708 0.92935 7.40556
H 1.69627 5.97319 -1.28640
H 0.15009 10.62325 -0.40323
H -1.09067 2.99045 -2.93528
H -5.28603 -0.49897 12.85317
H -4.47650 2.03316 -0.57022
H -1.00610 6.18208 -2.74032
H -1.76744 -0.02672 4.83165
O -0.14892 -1.11668 4.17510
H 5.67649 -1.88174 -7.09264
H -2.77577 -1.24303 3.13862
H -0.43965 -3.57944 -4.16817
H -2.73914 0.46905 2.72008
H 7.75479 -3.50548 4.16692
H 8.18554 -1.55369 1.97899
H 10.33581 -4.95028 2.40895
H 2.77726 1.75690 1.09230
O 1.23211 -6.25303 -4.40162
H 3.16758 1.79801 -1.53729
H -4.76917 -8.56185 -7.58346
C -3.43587 7.70979 2.45023
C 2.97836 -0.53713 -4.58103
H -3.39225 1.18925 0.61881
H 3.04951 -5.54002 -3.86499
H -2.23231 -2.41744 -1.54507
H -4.30372 2.35305 11.03760
H -1.86740 7.26044 6.23358
H -4.02869 2.98714 6.93956
H -3.38569 3.93418 4.64342
H 0.01839 3.54697 3.05490
H 2.53041 2.80657 -3.44363
H -0.76556 -7.28543 6.20730
H 5.88498 -0.20105 -7.54441
C 0.60747 -3.30388 -4.40404
H -4.06796 4.82944 -0.14371
C -1.13343 -0.14103 3.94802
C -1.06486 -7.20431 1.83256
H 0.72969 -6.47507 2.92824
H -0.25193 -0.20824 0.13843
C -0.79528 0.33749 -3.45118
O -4.04880 0.31635 11.48189
H -2.21938 -3.75177 -2.76110
C 1.84650 9.18855 1.42557
H -2.17032 5.29543 -3.72878
C -4.70510 0.40880 12.69199
H 0.85734 2.43248 -0.67688
H 2.32698 -6.59908 -2.66366
H -2.50256 4.38785 0.61941
C -0.51423 0.01906 1.16861
C -2.73983 -6.90893 -8.45839
C -2.11954 -0.43393 2.81705
H -3.39804 4.97759 2.89451
C -2.84117 2.98820 4.54157
H -1.99582 -3.60067 5.53627
O 6.33815 -1.29186 2.81695
C 7.65803 -1.74268 2.92505
H -1.30900 0.86896 -4.26476
C 3.25336 2.03595 2.03957
O -0.57966 -2.63311 6.72112
H -4.04759 0.54792 13.55758
H 1.07101 -8.02774 -3.29373
H -0.48545 5.69930 0.11558
H 3.93022 3.43913 -4.43422
H -1.07630 -6.36095 -6.00921
H -0.54564 -7.60593 0.95227